The following is a quantum chemistry calculation of 2 unconnected molecules or ions with the total composition C3H9NS, from the OMol25 dataset.

```
! wB97M-V def2-TZVPD RIJCOSX def2/J DEFGRID3
* xyz 0 1
C 1.18 -1.55 -1.21
C 0.54 -0.38 -0.51
C -0.76 -0.44 -0.19
N -1.45 0.61 0.49
H 0.49 -2.40 -1.21
H 1.49 -1.25 -2.21
H 2.05 -1.92 -0.66
H 1.11 0.47 -0.18
H -1.31 -1.37 -0.33
H -1.70 1.39 -0.10
H -2.26 0.28 0.99
S 0.50 2.25 2.20
H -0.10 1.10 1.60
H 0.22 3.21 1.32
*
```

Orbital gap, eV: 9.54
SMILES string: C/C=C/N.S
Lowest unoccupied orbital energy, eV: 0.882
Total energy, eV: -15581.1514
Energy above the lowest of the compared OMol25 structures with the same formula, charge and spin, kJ/mol: 113.8